Computed, not measured: a molecular structure, C4H6ClF3NO5PtS2 at a distorted geometry, with ωB97M-V with the def2-TZVPD basis set.

Atoms and positions in Å:
O  1.440  1.780  -0.956
S  0.056  2.396  -0.946
O  -0.856  1.702  -1.757
Cl  0.363  4.184  -1.812
N  -0.444  2.784  0.516
S  -0.016  1.730  1.697
O  1.415  1.431  1.729
O  -0.389  2.343  2.918
C  -0.939  0.189  1.663
C  -0.952  -0.443  0.301
O  -0.791  -1.865  0.484
C  0.355  -2.176  -0.134
C  0.261  -2.240  -1.679
F  0.823  -3.329  -2.101
F  -0.954  -2.244  -2.070
F  0.922  -1.212  -2.220
H  -0.401  -0.471  2.326
H  -1.914  0.329  2.091
H  -0.114  -0.136  -0.284
H  -1.883  -0.255  -0.200
H  0.671  -3.161  0.172
H  1.155  -1.438  0.241
Pt  2.194  0.105  0.022

Net charge: +1
Total energy in eV: -61549.8064
HOMO energy in eV: -14.92
Largest force on an atom in eV Å⁻¹: 4.72